# C11H14OS

A single C11H14OS molecule at a distorted geometry (wB97M-V/def2-TZVPD, the Open Molecules 2025 dataset).

The geometry in XYZ format:
```
27
Properties=species:S:1:pos:R:3
C 2.778 -2.039 1.412
C 1.529 -2.376 1.879
C 2.882 -1.143 0.386
C 0.379 -1.882 1.253
C 1.759 -0.580 -0.236
C 0.517 -0.936 0.234
C -0.676 -0.419 -0.517
C -0.187 1.861 0.512
C -0.777 1.681 -1.895
C -2.495 1.067 -0.223
C -0.993 1.040 -0.565
O -2.644 -1.339 -1.964
S -1.488 -1.692 -1.199
H 3.635 -2.409 1.991
H 1.516 -3.159 2.633
H 3.752 -0.631 0.329
H -0.592 -2.399 1.275
H 1.736 0.184 -0.969
H -0.710 2.678 0.841
H 0.837 2.216 0.223
H -0.011 1.411 1.384
H -0.842 2.744 -1.780
H 0.146 1.425 -2.276
H -1.551 1.315 -2.476
H -2.740 2.172 -0.052
H -2.683 0.672 0.737
H -3.077 0.537 -0.938
```

As for the HOMO energy: -8.7 eV. The value obtained for the LUMO energy is 0.165 eV. The largest force on an atom comes out at 4.329 eV/Å. Its orbital gap is 8.9 eV.

Quick look at the natural (NBO) charges, all values in e: atom 1 (C): -0.206, atom 2 (C): -0.196, atom 3 (C): -0.202, atom 4 (C): -0.214, atom 5 (C): -0.186, atom 6 (C): -0.077, atom 7 (C): -0.256, atom 8 (C): -0.599, atom 9 (C): -0.583, atom 10 (C): -0.599, atom 11 (C): -0.112, atom 12 (O): -0.947, atom 13 (S): 1.182, atom 14 (H): 0.217, atom 15 (H): 0.214, atom 16 (H): 0.208, atom 17 (H): 0.225, atom 18 (H): 0.211, atom 19 (H): 0.211, atom 20 (H): 0.207, atom 21 (H): 0.211, atom 22 (H): 0.212, atom 23 (H): 0.203, atom 24 (H): 0.219, atom 25 (H): 0.203, atom 26 (H): 0.208, atom 27 (H): 0.246



# C11H14S

A single C11H14S molecule at a distorted geometry (wB97M-V/def2-TZVPD, the Open Molecules 2025 dataset).

The geometry in XYZ format:
```
26
Properties=species:S:1:pos:R:3
C 0.137 -0.249 -0.927
C -0.433 -1.030 -0.019
C 2.483 -0.925 -0.151
C 1.665 -1.700 0.951
C 0.122 2.329 -0.548
C -0.576 2.062 0.771
C 1.335 -1.138 -1.171
C -0.518 1.082 -1.177
C 0.645 -2.117 -0.129
C -1.835 -0.240 0.645
C -1.584 1.127 0.001
S -3.245 -1.229 0.054
H 2.668 0.140 0.175
H 3.342 -1.575 -0.639
H 2.191 -2.432 1.378
H 1.324 -1.082 1.768
H -0.520 3.160 -1.117
H 1.142 2.413 -0.488
H 0.005 1.529 1.396
H -1.108 2.791 1.275
H 1.507 -1.466 -2.141
H -1.007 1.332 -2.212
H 0.440 -3.090 -0.246
H -1.609 -0.067 1.760
H -2.565 1.481 -0.418
H -4.006 -1.106 1.206
```

As for the HOMO energy: -8.7 eV. The value obtained for the LUMO energy is 0.855 eV. The largest force on an atom comes out at 4.878 eV/Å. Its orbital gap is 9.6 eV. As for the SMILES: S[C@H]1C2=C([C@H]3CC[C@@H]23)[C@@H]2CC[C@H]12.

Quick look at the natural (NBO) charges, all values in e: atom 1 (C): -0.072, atom 2 (C): 0.048, atom 3 (C): -0.399, atom 4 (C): -0.396, atom 5 (C): -0.382, atom 6 (C): -0.403, atom 7 (C): -0.207, atom 8 (C): -0.234, atom 9 (C): -0.216, atom 10 (C): -0.361, atom 11 (C): -0.224, atom 12 (S): -0.014, atom 13 (H): 0.209, atom 14 (H): 0.217, atom 15 (H): 0.199, atom 16 (H): 0.198, atom 17 (H): 0.199, atom 18 (H): 0.205, atom 19 (H): 0.196, atom 20 (H): 0.208, atom 21 (H): 0.206, atom 22 (H): 0.212, atom 23 (H): 0.211, atom 24 (H): 0.239, atom 25 (H): 0.228, atom 26 (H): 0.131



# C11H15BrN5O2PS

A single C11H15BrN5O2PS molecule (wB97M-V/def2-TZVPD, the Open Molecules 2025 dataset).

The geometry in XYZ format:
```
36
Properties=species:S:1:pos:R:3
C 2.527 2.090 1.430
C 1.094 2.088 0.880
Br 0.885 3.392 -0.552
C 0.561 0.680 0.567
C 0.871 0.013 -0.783
C 2.251 0.321 -1.209
N 3.325 0.551 -1.530
C -0.052 0.465 -1.970
C -1.442 0.976 -1.613
S -2.531 -0.433 -1.203
C -3.653 0.301 -0.109
N -4.886 0.573 -0.368
N -5.427 1.088 0.805
C -4.472 1.090 1.661
O -3.318 0.608 1.174
C 0.762 -1.558 -0.667
C 1.458 -2.222 -1.769
N 1.977 -2.751 -2.643
P 1.499 -2.238 0.939
N 1.927 -3.814 0.396
O 0.106 -2.628 1.710
H 3.023 3.032 1.210
H 3.116 1.257 1.055
H 2.481 2.001 2.518
H 0.451 2.461 1.675
H -0.516 0.674 0.741
H 0.978 0.075 1.375
H -0.147 -0.356 -2.685
H 0.444 1.272 -2.508
H -1.442 1.709 -0.813
H -1.874 1.455 -2.492
H -4.564 1.429 2.679
H -0.279 -1.872 -0.759
H 2.814 -3.783 -0.102
H 2.109 -4.364 1.234
H -0.054 -3.581 1.724
```

As for the HOMO energy: -9.1 eV. The value obtained for the LUMO energy is 0.303 eV. The largest force on an atom comes out at 0.737 eV/Å. Its orbital gap is 9.5 eV. As for the SMILES: C[C@@H](Br)C[C@](C#N)(CCSc1nnco1)[C@@H](C#N)P(N)O.

Quick look at the natural (NBO) charges, all values in e: atom 1 (C): -0.639, atom 2 (C): -0.221, atom 3 (Br): -0.011, atom 4 (C): -0.433, atom 5 (C): -0.154, atom 6 (C): 0.291, atom 7 (N): -0.296, atom 8 (C): -0.410, atom 9 (C): -0.513, atom 10 (S): 0.253, atom 11 (C): 0.255, atom 12 (N): -0.266, atom 13 (N): -0.284, atom 14 (C): 0.293, atom 15 (O): -0.420, atom 16 (C): -0.640, atom 17 (C): 0.269, atom 18 (N): -0.305, atom 19 (P): 1.269, atom 20 (N): -1.163, atom 21 (O): -0.993, atom 22 (H): 0.234, atom 23 (H): 0.228, atom 24 (H): 0.217, atom 25 (H): 0.222, atom 26 (H): 0.235, atom 27 (H): 0.236, atom 28 (H): 0.229, atom 29 (H): 0.253, atom 30 (H): 0.236, atom 31 (H): 0.239, atom 32 (H): 0.209, atom 33 (H): 0.295, atom 34 (H): 0.403, atom 35 (H): 0.383, atom 36 (H): 0.500



# C11H15ClI2InN2OPS

A molecular structure, C11H15ClI2InN2OPS at a distorted geometry (wB97M-V/def2-TZVPD, the Open Molecules 2025 dataset).

The geometry in XYZ format:
```
35
Properties=species:S:1:pos:R:3
I -2.197 -1.093 -0.882
I -2.465 1.873 -1.231
In 1.810 0.060 -0.379
P 0.623 -0.265 -2.939
C -0.856 -0.372 -3.947
C 1.592 1.072 -3.765
H 2.484 -1.806 -2.896
H 1.809 -1.628 -4.564
H 0.923 -2.599 -3.335
C 1.572 -1.736 -3.503
H 2.561 1.197 -3.248
H 1.758 0.836 -4.827
H -0.640 -0.529 -4.985
H -1.454 0.510 -3.832
H 1.014 2.004 -3.648
H -1.472 -1.188 -3.614
C -4.139 0.561 -0.780
O -5.168 -0.021 -0.743
Cl 4.160 -0.745 -0.467
N 2.492 -1.733 2.024
C 1.524 -1.014 2.527
N 0.738 -0.147 1.875
C -0.162 0.515 2.728
C -1.169 1.454 2.454
C -2.049 1.905 3.493
C -1.938 1.388 4.788
C -0.896 0.464 5.088
C -0.015 0.060 4.084
S 1.185 -1.198 4.260
H 2.916 -2.344 2.719
H 3.051 -1.571 1.172
H -1.295 1.787 1.417
H -2.831 2.631 3.293
H -2.674 1.656 5.571
H -0.794 0.017 6.089
```

The net charge is +2. As for the HOMO energy: -14.0 eV. The value obtained for the LUMO energy is -10.003 eV. The largest force on an atom comes out at 5.383 eV/Å. Its orbital gap is 4.0 eV.

Quick look at the natural (NBO) charges, all values in e: atom 1 (I): -0.370, atom 2 (I): 0.388, atom 3 (In): 1.421, atom 4 (P): 1.015, atom 5 (C): -0.961, atom 6 (C): -0.951, atom 7 (H): 0.255, atom 8 (H): 0.277, atom 9 (H): 0.269, atom 10 (C): -0.941, atom 11 (H): 0.249, atom 12 (H): 0.279, atom 13 (H): 0.285, atom 14 (H): 0.263, atom 15 (H): 0.256, atom 16 (H): 0.289, atom 17 (C): 0.468, atom 18 (O): -0.355, atom 19 (Cl): -0.453, atom 20 (N): -0.788, atom 21 (C): 0.315, atom 22 (N): -0.601, atom 23 (C): 0.104, atom 24 (C): -0.224, atom 25 (C): -0.184, atom 26 (C): -0.179, atom 27 (C): -0.173, atom 28 (C): -0.221, atom 29 (S): 0.464, atom 30 (H): 0.437, atom 31 (H): 0.417, atom 32 (H): 0.207, atom 33 (H): 0.241, atom 34 (H): 0.254, atom 35 (H): 0.248



# C11H15ClInNO2PbS2

A molecular structure, C11H15ClInNO2PbS2 at a distorted geometry (wB97M-V/def2-TZVPD, the Open Molecules 2025 dataset).

The geometry in XYZ format:
```
34
Properties=species:S:1:pos:R:3
In -0.119 0.334 -0.010
Cl -0.325 2.695 0.173
C -2.027 -0.192 1.049
H -1.827 -0.629 2.039
H -2.570 -0.900 0.404
H -2.588 0.757 1.145
Pb 0.870 -0.364 -3.597
C 2.838 0.798 -3.525
C -0.979 -0.037 -4.915
C 0.409 -1.325 -1.642
H -1.513 -0.997 -4.952
H -1.657 0.747 -4.545
H -0.637 0.212 -5.928
H 3.598 0.123 -3.109
H 3.126 1.048 -4.554
H 2.791 1.715 -2.917
H -0.426 -2.042 -1.746
H 1.289 -1.922 -1.332
O 0.550 3.477 4.588
S 1.437 2.356 4.782
O 2.483 2.446 5.771
N 1.999 1.757 3.336
C 1.526 0.570 3.000
S 1.890 -0.182 1.514
C 0.639 -0.009 4.017
C -0.060 -1.219 4.011
C -0.953 -1.504 5.049
C -1.115 -0.572 6.090
C -0.393 0.635 6.110
C 0.474 0.897 5.061
H 0.099 -1.910 3.182
H -1.530 -2.442 5.044
H -1.809 -0.800 6.900
H -0.481 1.355 6.919
```

As for the HOMO energy: -8.5 eV. The value obtained for the LUMO energy is -2.705 eV. The largest force on an atom comes out at 3.099 eV/Å. Its orbital gap is 5.8 eV.

Quick look at the natural (NBO) charges, all values in e: atom 1 (In): 1.237, atom 2 (Cl): -0.544, atom 3 (C): -1.088, atom 4 (H): 0.227, atom 5 (H): 0.206, atom 6 (H): 0.235, atom 7 (Pb): 1.523, atom 8 (C): -0.964, atom 9 (C): -0.975, atom 10 (C): -1.201, atom 11 (H): 0.237, atom 12 (H): 0.256, atom 13 (H): 0.234, atom 14 (H): 0.242, atom 15 (H): 0.232, atom 16 (H): 0.264, atom 17 (H): 0.232, atom 18 (H): 0.241, atom 19 (O): -0.901, atom 20 (S): 2.274, atom 21 (O): -0.910, atom 22 (N): -0.698, atom 23 (C): 0.154, atom 24 (S): -0.255, atom 25 (C): -0.163, atom 26 (C): -0.170, atom 27 (C): -0.212, atom 28 (C): -0.189, atom 29 (C): -0.209, atom 30 (C): -0.222, atom 31 (H): 0.234, atom 32 (H): 0.222, atom 33 (H): 0.219, atom 34 (H): 0.233



# C11H15ClMnNO4Ru

A molecular structure, C11H15ClMnNO4Ru at a distorted geometry (wB97M-V/def2-TZVPD, the Open Molecules 2025 dataset).

The geometry in XYZ format:
```
34
Properties=species:S:1:pos:R:3
Ru 0.142 -0.496 -3.556
Cl 0.984 -2.613 -3.105
C 1.313 0.987 -4.199
C -1.120 -0.801 -5.146
H 1.049 1.227 -5.238
H 1.254 1.894 -3.584
H 2.339 0.598 -4.165
H -0.912 -0.028 -5.910
H -2.189 -0.770 -4.871
H -0.888 -1.794 -5.579
Mn -0.169 -0.381 -1.327
C -2.010 -1.051 -1.307
C -0.933 0.869 -2.670
H -2.684 -0.789 -2.125
H -2.011 -2.128 -1.101
H -2.297 -0.503 -0.393
H -1.986 0.787 -3.008
H -0.609 1.919 -2.799
O 0.337 -1.340 0.353
C 0.431 -0.213 0.959
O 0.259 0.855 0.269
C 0.665 -0.082 2.409
C 0.568 1.222 2.894
C 0.619 1.472 4.255
C 0.786 0.388 5.137
C 1.000 -0.924 4.646
C 0.943 -1.163 3.270
N 0.692 0.643 6.539
O 0.452 1.825 6.891
O 0.832 -0.275 7.376
H 0.396 2.051 2.211
H 0.486 2.483 4.633
H 1.184 -1.704 5.385
H 1.075 -2.166 2.856
```

The net charge is -1. As for the spin multiplicity: 10. As for the HOMO energy (spin up / spin down): -2.0 / -5.8 eV. The value obtained for the LUMO energy (spin up / spin down) is 1.803 / -0.771 eV. The largest force on an atom comes out at 7.701 eV/Å. Its orbital gap (spin up / spin down) is 3.8 / 5.0 eV.

Quick look at the natural (NBO) charges, all values in e: atom 1 (Ru): 0.875, atom 2 (Cl): -0.482, atom 3 (C): -0.894, atom 4 (C): -0.981, atom 5 (H): 0.220, atom 6 (H): 0.218, atom 7 (H): 0.228, atom 8 (H): 0.212, atom 9 (H): 0.212, atom 10 (H): 0.225, atom 11 (Mn): 1.332, atom 12 (C): -0.941, atom 13 (C): -0.697, atom 14 (H): 0.196, atom 15 (H): 0.231, atom 16 (H): 0.229, atom 17 (H): 0.215, atom 18 (H): 0.222, atom 19 (O): -0.750, atom 20 (C): 0.708, atom 21 (O): -0.789, atom 22 (C): -0.204, atom 23 (C): -0.194, atom 24 (C): -0.235, atom 25 (C): 0.018, atom 26 (C): -0.249, atom 27 (C): -0.188, atom 28 (N): 0.429, atom 29 (O): -0.543, atom 30 (O): -0.535, atom 31 (H): 0.225, atom 32 (H): 0.236, atom 33 (H): 0.236, atom 34 (H): 0.216